Density functional theory data (the ωB97M-V functional and the def2-TZVPD basis) for the molecule C3H4N2S2.

```
11
C3H4N2S2 (the ωB97M-V functional and the def2-TZVPD basis)
C -1.094 -0.206 -0.228
C -0.425 1.047 -0.155
C 1.135 -0.315 -0.131
H -2.850 0.588 -0.309
H -1.041 2.040 0.109
H 3.106 0.526 0.678
H 0.049 -1.949 0.235
N 0.897 1.007 0.053
N 0.071 -0.992 -0.334
S -2.623 -0.872 0.092
S 2.775 -0.874 -0.010
```

Results
Lowest unoccupied orbital energy, Eh: 0.003
Calculated total energy, eV: -27823.427
Energy above the lowest of the compared OMol25 structures with the same formula, charge and spin, eV: 3.362
HOMO level, eV: -7.6
Largest force on an atom, eV/Å: 8.0
Structure (SMILES): Sc1cnc(S)[nH]1

Mulliken atomic charge list, values in e, 8 entries: atom 1 (C): 0.14, atom 2 (C): -0.06, atom 3 (C): 0.38, atom 4 (H): 0.16, atom 5 (H): 0.23, atom 6 (H): 0.21, atom 7 (H): 0.32, atom 8 (N): -0.55

=====

Density functional theory data (the ωB97M-V functional and the def2-TZVPD basis) for the molecule C3H4N2S3.

```
12
C3H4N2S3 (the ωB97M-V functional and the def2-TZVPD basis)
C 2.572 -0.387 0.342
C -0.852 -0.305 1.112
C -0.760 0.142 -0.363
N 1.393 -0.292 0.631
N 0.214 -0.764 0.368
S 3.927 -0.169 -0.391
S -0.479 1.925 -0.518
S -1.647 -0.815 -1.603
H -0.595 0.392 1.970
H -1.569 -1.087 1.359
H -1.756 2.266 -0.723
H -0.449 -0.907 -2.186
```

Results
Lowest unoccupied orbital energy, Eh: 0.018
Calculated total energy, eV: -38657.830
Energy above the lowest of the compared OMol25 structures with the same formula, charge and spin, eV: 3.394
HOMO level, eV: -8.6
Largest force on an atom, eV/Å: 5.5
Structure (SMILES): S=C=NN1CC1(S)S

Mulliken atomic charge list, values in e, 8 entries: atom 1 (C): 0.34, atom 2 (C): -0.34, atom 3 (C): 0.10, atom 4 (N): -0.29, atom 5 (N): 0.05, atom 6 (S): -0.35, atom 7 (S): -0.21, atom 8 (S): -0.20

=====

Density functional theory data (the ωB97M-V functional and the def2-TZVPD basis) for a 2-piece molecular cluster, C3H4N3O3S overall.

```
14
C3H4N3O3S (the ωB97M-V functional and the def2-TZVPD basis)
C 0.761 -3.186 0.371
C -1.201 -1.078 -0.267
C 0.963 -0.108 -0.103
N 1.741 -3.206 1.054
N -0.207 -3.294 -0.374
N -0.463 -0.115 0.028
O -3.790 -0.983 -0.995
O -3.278 -1.335 1.381
O -2.947 0.891 0.346
S -2.916 -0.748 0.116
H 1.272 0.903 -0.374
H 1.403 -0.371 0.861
H 1.319 -0.830 -0.841
H -2.324 1.045 1.058
```

Results
Lowest unoccupied orbital energy (alpha / beta), Eh: 0.086 / 0.120
Calculated total energy, eV: -24620.521
Energy above the lowest of the compared OMol25 structures with the same formula, charge and spin, eV: 4.336
HOMO level (alpha / beta), eV: -4.3 / -3.9
Largest force on an atom, eV/Å: 2.6
Total charge: -1

Mulliken atomic charge list, values in e, 8 entries: atom 1 (C): 0.60, atom 2 (C): 0.13, atom 3 (C): -0.91, atom 4 (N): -0.67, atom 5 (N): -0.60, atom 6 (N): -0.22, atom 7 (O): -0.62, atom 8 (O): -0.60

=====

Density functional theory data (the ωB97M-V functional and the def2-TZVPD basis) for the molecule C3H4N3P.

```
11
C3H4N3P (the ωB97M-V functional and the def2-TZVPD basis)
C 1.191 1.159 -0.163
C 2.089 -1.168 -0.188
C -0.831 -0.572 0.173
N 1.327 2.132 -0.750
N 2.993 -1.675 -0.743
N -1.507 0.709 0.515
P 0.925 -0.312 0.875
H -0.639 -0.529 -0.933
H -1.466 -1.521 0.546
H -1.719 1.187 -0.320
H -2.362 0.591 0.989
```

Results
Lowest unoccupied orbital energy, Eh: 0.004
Calculated total energy, eV: -16933.031
Energy above the lowest of the compared OMol25 structures with the same formula, charge and spin, eV: 0.000
HOMO level, eV: -10.1
Largest force on an atom, eV/Å: 3.1
Structure (SMILES): N#CP(C#N)CN

Mulliken atomic charge list, values in e, 8 entries: atom 1 (C): 0.29, atom 2 (C): 0.35, atom 3 (C): -0.44, atom 4 (N): -0.37, atom 5 (N): -0.38, atom 6 (N): -0.52, atom 7 (P): -0.01, atom 8 (H): 0.31

=====

Density functional theory data (the ωB97M-V functional and the def2-TZVPD basis) for the molecule C3H4N4.

```
11
C3H4N4 (the ωB97M-V functional and the def2-TZVPD basis)
N 1.961 -0.190 -0.565
C 0.616 -0.234 -0.249
C 0.127 0.751 0.587
N -1.153 0.676 1.006
C -2.008 -0.144 0.470
N -1.695 -0.965 -0.669
N -0.473 -1.049 -1.057
H 2.539 0.580 -0.222
H 2.478 -0.957 -0.956
H 0.678 1.669 0.868
H -3.069 -0.136 0.786
```

Results
Lowest unoccupied orbital energy, Eh: 0.010
Calculated total energy, eV: -9133.826
Energy above the lowest of the compared OMol25 structures with the same formula, charge and spin, eV: 3.031
HOMO level, eV: -8.8
Largest force on an atom, eV/Å: 3.6
Structure (SMILES): Nc1cncnn1

Mulliken atomic charge list, values in e, 8 entries: atom 1 (N): -0.42, atom 2 (C): 0.43, atom 3 (C): -0.11, atom 4 (N): -0.47, atom 5 (C): -0.01, atom 6 (N): -0.29, atom 7 (N): -0.21, atom 8 (H): 0.19

=====

Density functional theory data (the ωB97M-V functional and the def2-TZVPD basis) for the molecule C3H4N4.

```
11
C3H4N4 (the ωB97M-V functional and the def2-TZVPD basis)
N -1.435 0.947 -0.965
C -0.401 0.531 -0.176
C -0.473 -0.277 0.991
N 0.436 -1.230 1.065
C 1.545 -1.071 0.334
N 1.860 0.128 -0.146
N 0.843 0.907 -0.483
H -2.295 0.430 -1.081
H -1.205 1.616 -1.685
H -1.134 -0.092 1.865
H 2.290 -1.866 0.243
```

Results
Lowest unoccupied orbital energy, Eh: 0.018
Calculated total energy, eV: -9134.343
Energy above the lowest of the compared OMol25 structures with the same formula, charge and spin, eV: 2.515
HOMO level, eV: -8.9
Largest force on an atom, eV/Å: 1.1
Structure (SMILES): Nc1cncnn1

Mulliken atomic charge list, values in e, 8 entries: atom 1 (N): -0.46, atom 2 (C): 0.51, atom 3 (C): -0.15, atom 4 (N): -0.44, atom 5 (C): -0.04, atom 6 (N): -0.37, atom 7 (N): -0.28, atom 8 (H): 0.22

=====

Density functional theory data (the ωB97M-V functional and the def2-TZVPD basis) for the molecule C3H4N4.

```
11
C3H4N4 (the ωB97M-V functional and the def2-TZVPD basis)
N 2.250 -0.266 -0.780
C 0.937 -0.003 -0.950
C -1.286 -0.074 2.891
N -1.751 0.036 1.813
C -2.058 0.162 0.468
N -1.202 0.046 -0.468
N 0.073 -0.285 -0.041
H 2.932 0.064 -1.438
H 2.565 -0.612 0.114
H 0.654 0.460 -1.897
H -3.091 0.387 0.226
```

Results
Lowest unoccupied orbital energy, Eh: 0.022
Calculated total energy, eV: -9133.788
Energy above the lowest of the compared OMol25 structures with the same formula, charge and spin, eV: 3.069
HOMO level, eV: -9.0
Largest force on an atom, eV/Å: 1.1

Mulliken atomic charge list, values in e, 8 entries: atom 1 (N): -0.34, atom 2 (C): 0.06, atom 3 (C): -0.10, atom 4 (N): -0.03, atom 5 (C): 0.00, atom 6 (N): -0.35, atom 7 (N): -0.42, atom 8 (H): 0.21

=====

Density functional theory data (the ωB97M-V functional and the def2-TZVPD basis) for C3H4N4 as an isolated structure.

```
11
C3H4N4 (the ωB97M-V functional and the def2-TZVPD basis)
N 0.692 -0.235 1.845
C 0.111 -0.411 0.656
N -0.490 -1.375 0.175
H 0.686 -0.968 2.532
H 1.132 0.664 2.008
C -0.868 -0.133 -1.902
N -0.312 0.904 -1.597
C 0.339 1.064 -0.229
N 0.927 1.963 0.282
H -0.851 -1.097 -0.937
H -1.366 -0.375 -2.833
```

Results
Lowest unoccupied orbital energy (alpha / beta), Eh: -0.049 / -0.050
Calculated total energy, eV: -9131.735
Energy above the lowest of the compared OMol25 structures with the same formula, charge and spin, eV: 5.122
HOMO level (alpha / beta), eV: -8.9 / -8.9
Largest force on an atom, eV/Å: 1.0

Mulliken atomic charge list, values in e, 8 entries: atom 1 (N): -0.38, atom 2 (C): 0.41, atom 3 (N): -0.72, atom 4 (H): 0.22, atom 5 (H): 0.27, atom 6 (C): -0.11, atom 7 (N): -0.24, atom 8 (C): 0.38

=====

Q: Number 1 is which compound?
A: C3H4N2S2

=====

Q: Which of these has the lowest largest force on an atom?
A: number 8

=====

Please write out number 2 again, unchanged.
Density functional theory data (the ωB97M-V functional and the def2-TZVPD basis) for the molecule C3H4N2S3.

```
12
C3H4N2S3 (the ωB97M-V functional and the def2-TZVPD basis)
C 2.572 -0.387 0.342
C -0.852 -0.305 1.112
C -0.760 0.142 -0.363
N 1.393 -0.292 0.631
N 0.214 -0.764 0.368
S 3.927 -0.169 -0.391
S -0.479 1.925 -0.518
S -1.647 -0.815 -1.603
H -0.595 0.392 1.970
H -1.569 -1.087 1.359
H -1.756 2.266 -0.723
H -0.449 -0.907 -2.186
```

Results
Lowest unoccupied orbital energy, Eh: 0.018
Calculated total energy, eV: -38657.830
Energy above the lowest of the compared OMol25 structures with the same formula, charge and spin, eV: 3.394
HOMO level, eV: -8.6
Largest force on an atom, eV/Å: 5.5
Structure (SMILES): S=C=NN1CC1(S)S

Mulliken atomic charge list, values in e, 8 entries: atom 1 (C): 0.34, atom 2 (C): -0.34, atom 3 (C): 0.10, atom 4 (N): -0.29, atom 5 (N): 0.05, atom 6 (S): -0.35, atom 7 (S): -0.21, atom 8 (S): -0.20